82
Properties=species:S:1:pos:R:3:forces:R:3:mulliken_charge:R:1 method="wB97M-V/def2-TZVPD" e_lumo_ev="-0.0995 / -0.1491" charge=0 orbital_gap_ev="7.2 / 7.3" spin_multiplicity=4
V 0.488 -0.028 0.259 1.35 -2.67 -1.18 0.420
C -1.001 -2.599 2.466 0.22 0.11 -0.15 -0.743
C -1.653 -2.129 1.170 -0.08 -0.19 0.10 -0.488
N -1.404 -0.699 0.892 -0.55 -0.01 0.50 0.608
C -2.570 -0.020 0.290 -0.14 0.07 -0.38 -1.536
C -2.388 0.204 -1.207 0.15 0.21 0.25 -1.428
N 0.197 0.833 -1.681 0.06 0.15 0.05 0.679
C 0.854 0.262 -2.857 -0.05 -0.07 -0.18 -1.478
C 0.500 -1.185 -3.196 0.04 0.11 0.16 -1.273
C 0.682 -2.189 -2.052 -0.01 0.02 -0.12 -0.283
N 1.739 -1.776 -1.119 -0.22 -0.08 0.07 -0.124
C 2.222 -2.851 -0.240 0.06 0.03 0.23 -0.894
C 2.505 -2.311 1.161 -0.05 -0.24 -0.22 -1.160
N 1.250 -1.788 1.709 0.14 0.48 0.13 0.468
C 0.485 -2.886 2.324 -0.36 -0.14 0.13 -1.019
H -1.489 -3.522 2.785 -0.01 0.00 0.03 0.529
H -1.164 -1.861 3.253 -0.08 -0.01 0.01 -0.092
H -2.731 -2.288 1.260 -0.01 0.02 -0.06 0.725
H -1.307 -2.748 0.334 -0.03 0.03 -0.01 -0.038
H -1.187 -0.260 1.799 -0.31 -0.08 0.03 -0.389
H -2.731 0.939 0.779 0.04 -0.05 0.12 0.222
H -3.472 -0.613 0.464 0.06 -0.05 0.07 0.468
H -3.371 0.221 -1.680 0.01 0.03 0.01 0.986
H -1.846 -0.646 -1.632 0.00 0.03 -0.07 0.477
H 0.784 1.626 -1.431 0.01 0.03 -0.18 -0.249
H 1.942 0.311 -2.712 0.02 0.01 0.02 0.414
H 0.656 0.859 -3.754 0.12 0.04 0.02 0.531
H 1.153 -1.469 -4.026 -0.06 -0.02 -0.06 0.531
H -0.527 -1.244 -3.563 0.00 -0.03 -0.02 0.328
H 0.889 -3.175 -2.488 -0.03 -0.02 0.06 0.644
H -0.243 -2.279 -1.478 0.01 -0.03 0.00 -0.235
H 2.526 -1.426 -1.653 0.01 0.12 0.03 0.286
H 3.113 -3.343 -0.640 -0.03 0.01 -0.07 0.447
H 1.443 -3.612 -0.169 0.00 -0.01 -0.06 0.471
H 3.250 -1.522 1.108 0.05 0.02 0.04 0.369
H 2.922 -3.110 1.784 -0.03 0.05 0.05 0.530
H 1.425 -1.106 2.451 0.08 -0.19 0.13 0.117
H 0.901 -3.128 3.306 0.08 0.01 -0.12 0.497
H 0.592 -3.771 1.692 0.04 0.02 -0.05 0.363
C 0.697 2.798 1.596 -0.33 0.01 0.20 -2.002
C 0.011 1.786 0.711 -0.72 1.92 0.48 1.416
O -0.994 2.272 0.087 0.40 0.50 0.60 -0.793
H -0.028 3.510 2.002 0.04 0.01 -0.01 0.395
H 1.405 3.366 0.984 -0.01 0.01 -0.06 0.365
H 1.235 2.308 2.403 0.08 0.04 0.01 0.358
Cl 2.865 0.855 0.194 0.85 0.31 0.28 0.100
C 3.768 1.825 -1.007 -0.01 -0.12 -0.19 -0.135
Cl 5.124 0.907 -1.665 -0.09 0.05 0.00 -0.157
H 4.145 2.706 -0.501 -0.01 -0.02 0.05 0.458
H 3.101 2.082 -1.822 -0.06 0.03 0.04 -0.022
N -1.667 1.406 4.250 0.17 -0.03 0.07 -0.375
C -0.548 0.610 4.203 -0.05 -0.04 -0.08 0.498
O -0.020 0.362 3.088 -0.22 0.11 0.05 -0.316
C -0.066 0.030 5.398 0.04 0.01 -0.08 0.328
C -0.626 0.366 6.645 -0.06 0.03 0.21 -0.172
N -1.138 0.703 7.624 0.00 -0.01 -0.03 -0.590
C 0.973 -0.909 5.250 0.09 -0.13 -0.03 0.146
N 1.798 -1.685 5.015 0.04 0.07 0.08 -0.747
H -1.815 2.005 3.455 0.02 0.02 -0.01 0.181
H -1.969 1.752 5.147 -0.03 -0.01 -0.02 0.250
C -3.686 3.286 -3.684 0.06 -0.01 0.06 -0.881
N -2.502 2.704 -4.303 -0.07 0.01 -0.20 0.201
C -1.488 3.740 -4.408 0.00 -0.06 0.06 -0.953
N -1.149 4.338 -3.126 0.06 0.12 -0.05 0.177
C -2.361 4.880 -2.525 0.00 -0.08 0.00 -0.869
N -3.426 3.897 -2.388 -0.06 0.01 0.01 0.179
C -3.086 2.885 -1.387 0.11 -0.09 0.00 -1.827
P -1.539 1.830 -1.751 -0.63 -0.23 -1.21 4.305
C -2.016 1.528 -3.576 0.06 0.01 0.17 -1.386
C -0.479 3.380 -2.254 -0.12 -0.04 0.11 -1.672
H -4.441 2.507 -3.559 -0.03 0.03 -0.03 0.409
H -4.077 4.054 -4.356 0.00 -0.02 0.01 0.327
H -1.870 4.528 -5.063 0.03 -0.01 -0.01 0.325
H -0.586 3.315 -4.856 0.00 0.02 -0.01 0.384
H -2.722 5.692 -3.162 0.02 0.00 0.02 0.309
H -2.121 5.280 -1.538 -0.01 0.04 -0.02 0.379
H -3.954 2.225 -1.285 0.03 0.02 0.04 0.323
H -2.951 3.392 -0.432 0.01 -0.02 0.04 0.208
H -2.809 0.775 -3.620 0.04 -0.01 0.01 0.343
H -1.177 1.125 -4.148 -0.07 -0.02 0.04 0.243
H 0.411 3.040 -2.801 -0.05 -0.04 0.04 0.486
H -0.140 3.920 -1.365 -0.01 -0.10 0.03 0.123

81
Properties=species:S:1:pos:R:3:forces:R:3:mulliken_charge:R:1 method="wB97M-V/def2-TZVPD" e_lumo_ev=2.3128 charge=-1 orbital_gap_ev=6.7 spin_multiplicity=1
C -3.269 -2.577 -1.800 -0.08 0.65 -0.26 -1.294
C -2.029 -3.383 -2.054 0.73 -2.00 -0.92 0.538
H -3.507 -1.978 -2.685 0.02 0.18 0.02 0.278
H -3.036 -1.896 -0.977 -0.25 -0.01 -0.09 0.010
H -4.222 -3.117 -1.583 0.93 -0.17 -0.05 0.302
C -1.877 -4.236 -3.096 -0.46 0.19 0.55 0.089
C -2.791 -4.270 -4.270 -0.61 -0.24 -0.51 -1.459
H -1.121 -5.028 -3.140 0.04 0.78 0.26 0.466
H -2.996 -3.230 -4.603 -0.22 -0.68 0.03 0.258
H -3.726 -4.808 -4.016 0.07 0.48 -0.25 0.284
H -2.352 -4.841 -5.115 -0.13 0.45 0.40 0.372
Zn -0.892 0.386 0.645 0.70 0.71 -0.49 1.582
Cl -2.356 -0.906 1.554 -0.23 0.34 0.52 -0.626
C 1.519 -0.241 2.456 -0.57 1.44 -1.65 -0.238
O 1.201 0.298 1.358 0.32 -0.81 2.62 -0.758
N 2.765 -0.198 2.957 -0.22 -0.25 -0.14 0.313
C 3.865 0.527 2.325 0.04 -0.26 -0.09 -0.856
C 3.131 -1.239 3.908 -0.10 -0.24 0.11 -0.879
H 0.764 -0.730 3.105 0.36 0.02 -0.42 0.392
H 3.661 1.596 2.249 -0.24 -0.15 -0.07 0.219
H 4.125 0.129 1.336 -0.19 0.08 0.14 0.242
H 4.721 0.382 2.987 0.00 0.19 -0.22 0.368
H 2.344 -1.320 4.674 0.38 -0.05 -0.18 0.328
H 4.088 -0.948 4.369 -0.50 -0.33 -0.01 0.295
H 3.231 -2.219 3.393 0.12 0.50 0.41 0.308
H 1.467 4.643 2.723 -0.24 0.22 -0.06 0.204
H -0.874 4.731 6.003 0.01 0.19 -0.36 0.315
C 0.676 5.284 3.128 -0.05 0.21 -0.27 -0.863
C -0.917 5.242 5.023 -0.54 -0.21 0.34 -0.900
N -0.133 4.516 4.037 0.13 -0.58 0.30 0.275
H 0.033 5.701 2.333 0.52 -0.17 0.15 0.248
C -0.390 3.188 3.880 -0.05 -0.63 0.07 -0.209
O 0.050 2.399 3.037 -0.06 1.32 1.04 -0.594
H -1.979 5.311 4.725 0.50 0.03 0.02 0.314
H -1.098 2.872 4.683 0.45 -0.18 -0.38 0.375
H 1.107 6.114 3.703 0.14 -0.19 -0.27 0.383
H -0.520 6.250 5.154 0.07 -0.14 -0.08 0.333
H -3.980 4.825 -0.758 0.18 0.18 -0.01 0.317
H -2.940 1.951 -1.479 0.08 0.30 -0.35 0.232
C -3.053 5.040 -1.309 0.23 -0.32 0.07 -0.899
C -2.463 2.760 -2.070 -0.37 -0.31 -0.04 -0.740
N -2.154 3.896 -1.229 0.62 -0.70 -0.65 0.122
H -2.567 5.932 -0.890 -0.25 -0.28 -0.15 0.263
C -1.444 3.663 -0.100 1.39 -1.71 -1.06 -0.312
O -0.838 2.556 0.177 -1.03 1.55 -0.85 -0.590
H -1.552 2.344 -2.539 -0.42 0.24 0.19 0.134
H -1.213 4.633 0.343 0.42 -0.66 0.43 0.457
H -3.299 5.177 -2.368 0.11 0.28 0.25 0.376
H -3.163 3.131 -2.834 0.30 -0.51 0.11 0.378
O -0.708 -1.951 -0.689 1.61 0.65 -1.64 -0.217
C -0.916 -3.255 -1.014 -1.32 -0.39 1.67 -0.594
C 0.966 -4.152 -2.554 0.75 -0.35 -0.61 -0.083
C 0.314 -4.149 -1.309 -0.13 -0.08 -0.42 0.537
H 0.620 -3.500 -3.369 0.04 -0.63 0.60 0.763
C 2.117 -4.928 -2.819 -0.20 0.09 1.23 -1.219
H -1.362 -3.672 -0.079 0.07 -0.70 -0.11 0.286
C 0.824 -4.987 -0.320 1.06 -0.41 -0.44 -0.571
H 2.651 -4.835 -3.755 -0.17 0.03 -0.16 0.359
C 2.675 -5.723 -1.799 -0.74 0.76 1.01 -0.523
C 1.995 -5.751 -0.546 0.60 0.09 -0.27 -0.511
H 0.374 -4.984 0.666 -0.11 -0.06 -0.03 0.383
H 3.687 -6.152 -1.881 -0.78 -0.06 -0.15 0.326
H 2.471 -6.317 0.290 -0.60 0.45 -0.71 0.279
Si 1.283 -1.090 -2.363 0.84 0.99 4.98 1.296
Cl 0.060 -1.268 -3.915 -1.34 -0.65 -1.78 -0.412
C 2.789 -0.408 -3.109 0.61 0.57 -1.37 -1.265
C 2.232 -1.989 -0.873 0.50 -0.84 -0.03 -0.918
C 0.506 0.293 -1.330 0.52 -0.15 -1.07 -0.148
H 3.293 -1.254 -3.627 0.18 0.76 0.19 0.248
H 3.391 0.031 -2.294 -0.04 -0.30 -0.58 0.293
H 2.475 0.378 -3.835 0.60 -0.51 0.31 0.292
H -0.502 0.349 -1.715 -0.39 0.27 0.28 -0.058
H 1.074 1.210 -1.312 -0.13 0.49 -0.11 0.624
H 0.692 -0.258 -0.429 -0.43 -0.10 0.35 -0.283
H 2.750 -2.918 -1.155 -0.06 0.25 -0.05 0.357
H 1.666 -2.246 0.028 -0.49 0.10 -0.54 0.093
H 3.038 -1.338 -0.469 -0.34 0.25 -0.69 0.204
O -2.724 3.706 3.238 0.05 0.69 -1.80 -0.668
N -2.587 4.132 2.066 -1.77 0.20 0.56 1.249
O -2.095 5.296 1.831 -1.13 -1.80 0.94 -0.687
O -3.048 3.412 1.090 0.66 1.64 2.24 -0.585